(1)
DFT (wB97M-V/def2-TZVPD) results for C19H24ClN3O4 in the gas phase.

```
51
Properties=species:S:1:pos:R:3:mulliken_charge:R:1
Cl -2.91 -3.22 -0.67 -0.24
O -2.66 0.73 -0.43 -0.33
O 1.82 3.82 -1.25 -0.69
O -3.57 2.31 0.95 -0.51
O 2.64 0.01 2.09 -0.67
N 3.04 1.00 0.07 0.24
N 3.31 -1.18 0.23 0.13
N 0.41 2.31 -0.37 0.24
C 1.44 -2.74 0.39 0.40
C -0.28 -3.59 -1.08 -0.82
C -0.89 -2.33 0.88 -0.54
C -1.93 3.05 -0.64 -0.94
C 3.40 -0.92 -1.19 -0.52
C 2.96 -0.05 0.92 0.37
C -0.63 2.64 -1.33 -0.88
C 0.03 1.26 0.55 -0.26
C -1.25 1.64 1.30 -1.21
C 2.89 -2.49 0.71 -1.54
C 1.61 2.91 -0.46 0.94
C -4.44 1.20 0.96 -0.52
C -4.04 0.45 -0.31 -0.15
C -2.38 1.92 0.30 0.95
C -1.24 -3.03 -0.26 0.44
C 1.06 -3.44 -0.75 -0.30
C 2.74 2.37 0.41 -1.12
C 3.48 0.61 -1.25 -0.51
C 0.45 -2.19 1.20 -0.10
H -1.79 3.95 -0.05 0.28
H -0.83 1.75 -1.95 0.28
H -2.70 3.23 -1.39 0.40
H 4.29 -1.40 -1.61 0.31
H 0.81 1.08 1.28 0.25
H -0.16 0.34 -0.01 0.17
H 3.62 3.00 0.22 0.37
H -4.58 0.83 -1.18 0.26
H -1.10 2.53 1.90 0.34
H -1.65 -1.90 1.51 0.38
H -5.47 1.56 0.95 0.35
H 1.82 -3.88 -1.38 0.42
H -0.56 -4.14 -1.96 0.44
H -4.27 0.58 1.85 0.27
H 2.52 -1.29 -1.71 0.31
H 4.51 0.96 -1.42 0.33
H -4.16 -0.64 -0.25 0.11
H 3.04 -2.48 1.79 0.42
H 3.53 -3.24 0.26 0.50
H 2.84 1.04 -2.02 0.29
H 2.50 2.40 1.47 0.42
H -0.25 3.45 -1.96 0.54
H -1.54 0.82 1.96 0.30
H 0.74 -1.63 2.08 0.39
```

Summary:
Total charge: 0
SMILES: O=C(CN1CCN(Cc2ccc(Cl)cc2)C1=O)N1CCC2(CC1)OCCO2
Energy relative to the best compared isomer or geometry (same formula, charge and spin) in kJ/mol: 94.6
Lowest unoccupied orbital energy in eV: 0.67
Gap between HOMO and LUMO in eV: 9.575
Highest occupied orbital energy in eV: -8.903

***

(2)
DFT (wB97M-V/def2-TZVPD) results for C19H24ClNO2 in the gas phase in a non-equilibrium geometry.

```
47
Properties=species:S:1:pos:R:3:mulliken_charge:R:1
Cl 3.28 0.46 -3.12 -0.33
O -1.53 -0.49 2.81 -0.67
O 1.88 2.70 -4.20 -0.63
N 0.05 -0.63 1.17 0.13
C 2.66 0.17 0.06 2.03
C 2.03 -1.16 -0.34 -1.22
C -2.26 -1.81 0.96 0.42
C -1.17 -0.97 1.74 0.22
C 2.00 1.30 -0.79 -0.63
C 0.96 2.09 -0.19 1.06
C 0.76 3.40 -2.23 -0.66
C 0.84 0.49 1.77 -0.19
C 4.18 0.14 -0.06 -2.21
C -4.57 -2.40 0.83 -0.61
C -3.49 -1.98 1.81 -0.91
C 0.38 1.81 1.15 -1.61
C 2.35 0.34 1.56 -1.65
C -2.82 -1.13 -0.30 -0.67
C 0.40 3.16 -0.91 -0.97
C -4.25 -1.63 -0.45 -0.59
C 1.68 2.59 -2.87 0.29
C 0.47 -1.20 -0.13 -0.78
C 2.26 1.54 -2.15 0.81
H -1.86 -2.83 0.73 0.30
H -0.32 3.85 -0.49 0.41
H 2.83 1.21 1.96 0.49
H 2.74 -0.53 2.10 0.45
H -2.26 -1.34 -1.21 0.29
H -3.31 -2.67 2.65 0.42
H 2.20 -1.40 -1.40 0.36
H -2.89 -0.06 -0.14 0.21
H 2.49 -1.97 0.26 0.53
H 0.64 0.53 2.87 0.44
H 2.67 2.18 -4.48 0.32
H 0.17 -2.22 -0.14 0.75
H 0.56 2.62 1.88 0.55
H -4.98 -0.83 -0.53 0.33
H -3.82 -1.04 2.23 0.28
H 0.35 4.20 -2.83 0.40
H 4.64 -0.55 0.64 0.49
H -5.58 -2.16 1.13 0.41
H -0.72 1.79 1.10 0.45
H 4.54 -0.18 -1.05 0.36
H -4.50 -3.52 0.67 0.25
H -4.29 -2.32 -1.33 0.23
H -0.03 -0.65 -0.92 0.23
H 4.61 1.11 0.16 0.42
```

Summary:
Total charge: 0
SMILES: C[C@]12CCN(C(=O)C3CCCC3)[C@H](Cc3ccc(O)c(Cl)c31)C2
Energy relative to the best compared isomer or geometry (same formula, charge and spin) in kJ/mol: 0.0
Lowest unoccupied orbital energy in eV: 0.57
Gap between HOMO and LUMO in eV: 9.109
Highest occupied orbital energy in eV: -8.543

***

(3)
DFT (wB97M-V/def2-TZVPD) results for a molecular structure, C19H24ClNSiSm in a non-equilibrium geometry.

```
47
Properties=species:S:1:pos:R:3:mulliken_charge:R:1
Sm -0.57 0.44 -1.33 1.27
Cl 0.21 2.23 0.42 -0.54
Si -1.09 -0.15 3.11 -0.01
N 0.23 -0.58 2.12 0.09
C 0.59 2.49 -6.43 -0.54
C -1.14 -1.53 -0.25 -0.23
C 2.56 -0.20 1.69 0.25
C -2.60 0.54 2.22 -0.84
C -0.24 1.20 4.10 -0.92
C 0.26 -1.59 -0.64 -0.31
C -1.04 -1.64 -2.60 -0.49
C 3.12 -1.57 4.08 -0.45
C 1.86 -1.66 3.51 -0.40
C -0.48 3.33 -6.00 -0.57
C 1.49 -0.84 2.39 -0.21
C 3.84 -0.11 2.24 -0.53
C 4.11 -0.78 3.46 -0.49
C -1.94 -1.56 -1.46 -0.84
C -1.73 -1.59 4.14 -1.13
C -1.40 1.46 -6.99 -0.51
C 0.02 1.34 -7.05 -0.55
C -1.71 2.69 -6.34 -0.56
C 0.32 -1.66 -2.09 -0.75
H -1.51 -1.57 0.76 0.65
H 4.59 0.52 1.74 0.31
H -2.49 -1.17 4.83 0.33
H -2.21 -2.37 3.53 0.31
H -3.03 -1.56 -1.43 0.42
H 0.66 0.78 4.59 0.28
H -2.71 3.09 -6.17 0.37
H 2.27 0.32 0.78 0.06
H 1.11 -1.64 0.03 0.59
H -0.93 -2.06 4.73 0.30
H 5.09 -0.68 3.89 0.34
H 1.66 2.72 -6.35 0.37
H -1.33 -1.76 -3.65 0.48
H -3.24 0.93 3.03 0.36
H 0.10 1.97 3.39 0.21
H -3.18 -0.21 1.65 0.29
H 0.58 0.52 -7.52 0.37
H 1.07 -2.27 3.97 0.21
H -0.94 1.60 4.84 0.36
H -0.38 4.31 -5.52 0.37
H -2.12 0.75 -7.41 0.37
H 1.27 -1.74 -2.62 0.44
H 3.33 -2.09 5.04 0.33
H -2.33 1.38 1.55 0.13
```

Summary:
Total charge: -1
Lowest unoccupied orbital energy (spin up / spin down) in eV: -0.07 / 0.83
2S+1: 6
Gap between HOMO and LUMO (spin up / spin down) in eV: 3.350 / 4.252
Highest occupied orbital energy (spin up / spin down) in eV: -3.416 / -3.420

***

(4)
DFT (wB97M-V/def2-TZVPD) results for a molecular structure, C19H24CoN4O3S2 in a non-equilibrium geometry.

```
53
Properties=species:S:1:pos:R:3:mulliken_charge:R:1
Co -0.13 0.20 -0.05 0.99
S -0.07 -0.15 -2.47 -0.53
S -3.28 -3.14 -0.01 -0.15
O 1.80 0.38 0.15 -0.58
O 0.37 -0.13 2.22 -0.50
O 3.75 0.21 1.17 -0.73
N -1.36 -1.46 0.22 0.63
N -0.07 5.16 5.69 -0.57
N 2.40 -1.27 -2.50 0.27
N 0.72 -2.67 -2.68 -0.11
C 3.16 -0.06 -2.46 -0.95
C 2.03 1.20 3.43 -1.74
C 1.07 -1.38 -2.50 0.26
C -0.53 3.89 3.53 0.40
C 0.14 4.24 2.34 -0.78
C 2.26 -1.29 3.18 -1.85
C 1.87 -3.55 -2.71 -0.55
C 3.04 -2.56 -2.67 -0.58
C -1.09 2.53 1.13 1.65
C -0.27 4.59 4.72 0.03
C -1.46 2.84 3.51 -0.31
C 1.77 0.00 2.52 1.95
C -0.79 -2.69 0.13 -1.07
C 2.54 0.23 1.17 0.03
C -0.13 3.57 1.18 -0.43
C -2.65 -1.54 0.17 -0.25
C -1.66 -3.72 0.00 -0.30
C -1.41 1.87 -0.09 -1.94
C -1.74 2.18 2.34 -1.04
H 1.81 -1.40 4.16 0.42
H 0.28 -2.79 0.17 0.50
H 1.56 1.04 4.41 0.49
H 3.66 0.11 -3.43 0.31
H 1.87 -4.16 -3.62 0.33
H 3.91 -0.11 -1.67 0.36
H -1.46 -4.77 -0.08 0.46
H -3.32 -0.71 0.21 0.35
H 2.49 0.77 -2.24 0.20
H -2.48 1.39 2.34 0.30
H 0.38 3.83 0.27 0.38
H -0.23 -2.99 -2.61 0.27
H 1.88 -4.23 -1.85 0.27
H 1.99 -2.14 2.56 0.32
H 3.34 -1.24 3.28 0.38
H 3.62 -2.56 -3.61 0.32
H 1.64 2.11 2.99 0.28
H -0.13 0.48 2.78 0.13
H 3.73 -2.75 -1.85 0.34
H -2.41 1.45 -0.15 0.39
H -1.13 2.42 -0.99 0.57
H -1.96 2.57 4.43 0.46
H 3.10 1.31 3.57 0.49
H 0.85 5.05 2.35 0.43
```

Summary:
Total charge: 0
Energy relative to the best compared isomer or geometry (same formula, charge and spin) in kJ/mol: 48.3
Lowest unoccupied orbital energy (spin up / spin down) in eV: -0.11 / -0.11
2S+1: 4
Gap between HOMO and LUMO (spin up / spin down) in eV: 6.747 / 7.251
Highest occupied orbital energy (spin up / spin down) in eV: -6.858 / -7.363

***

no.,E (Eh)
1,-1663.89082
2,-1403.85743
3,-2200.73586
4,-3362.33674